A molecular structure, C39H34Cl3FMnN5O3S, computed with the ωB97M-V functional and the def2-TZVPD basis.

Geometry (Å):
Mn1 0.095 -0.660 0.418
C1 -1.269 -3.178 0.972
C2 -2.606 -2.678 0.495
C3 -3.642 -3.579 0.365
C4 -4.882 -3.178 -0.116
C5 -5.052 -1.879 -0.548
C6 -4.040 -0.937 -0.440
C7 -4.260 0.410 -1.040
C8 -2.828 -1.311 0.194
N1 -1.856 -0.374 0.484
C9 -2.229 0.882 0.859
O1 -3.274 1.212 1.387
C10 -1.091 1.836 0.640
C11 -1.181 3.218 0.606
C12 -0.013 3.957 0.452
C13 1.214 3.300 0.414
C14 1.224 1.911 0.443
N2 0.084 1.212 0.490
C15 2.437 1.016 0.401
O2 3.576 1.432 0.485
N3 2.053 -0.287 0.331
C16 2.952 -1.216 -0.180
C17 3.260 -2.406 0.518
C18 2.534 -2.814 1.764
C19 4.287 -3.206 0.053
C20 4.972 -2.894 -1.113
C21 4.601 -1.782 -1.848
C22 3.589 -0.943 -1.416
C23 3.171 0.206 -2.272
H1 -1.233 -4.262 0.876
H2 -1.102 -2.931 2.025
H3 -0.436 -2.792 0.339
H4 -3.478 -4.613 0.630
H5 -5.690 -3.885 -0.192
H6 -5.983 -1.589 -1.013
H7 -4.944 0.318 -1.881
H8 -3.323 0.853 -1.379
H9 -4.710 1.092 -0.313
H10 -2.150 3.681 0.702
H11 -0.064 5.033 0.383
H12 2.148 3.840 0.363
H13 3.002 -2.381 2.646
H14 2.562 -3.896 1.868
H15 1.487 -2.490 1.747
H16 4.553 -4.090 0.614
H17 5.765 -3.536 -1.461
H18 5.096 -1.557 -2.779
H19 3.330 -0.026 -3.323
H20 3.764 1.086 -2.026
H21 2.119 0.447 -2.127
Cl1 6.893 1.718 1.480
C24 5.770 1.163 2.639
C25 5.503 -0.190 2.770
C26 4.618 -0.612 3.741
C27 3.940 0.271 4.579
C28 2.964 -0.294 5.608
C29 1.594 0.439 5.627
N4 0.752 0.027 4.537
C30 -0.573 -0.278 4.608
C31 -0.972 -0.585 3.344
N5 0.101 -0.476 2.499
C32 1.121 -0.099 3.261
O3 2.778 -1.668 5.340
C33 2.169 -2.403 6.383
C34 2.189 -3.879 6.116
C35 3.159 -4.590 5.467
Cl2 4.606 -4.016 4.774
S1 2.811 -6.288 5.401
C36 1.360 -6.042 6.285
C37 1.158 -4.736 6.587
C38 4.259 1.624 4.449
Cl3 3.624 2.845 5.508
C39 5.157 2.069 3.492
H22 5.992 -0.905 2.128
H23 4.451 -1.665 3.884
H24 3.398 -0.148 6.613
H25 1.773 1.514 5.572
H26 1.071 0.219 6.559
H27 -1.139 -0.237 5.515
H28 -1.952 -0.858 3.004
H29 2.122 0.069 2.920
H30 1.117 -2.108 6.498
H31 2.692 -2.201 7.329
H32 0.743 -6.882 6.532
H33 0.306 -4.381 7.139
H34 5.390 3.119 3.416
F1 0.076 -1.111 -1.232

**Multiplicity**: 4
**E_tot**: -137023.76043 eV
**Net charge**: +1
**HOMO level (spin up / spin down)**: -10.56 / -10.70 eV

Now the Mulliken charges, all in e: -0.41 -0.74 0.84 -0.91 -0.93 -0.79 0.81 -1.79 0.23 0.82 -0.14 -0.60 0.73 -0.78 -0.61 -0.76 1.04 0.62 -0.78 -0.62 1.78 0.12 0.79 -0.08 -0.68 -1.02 -0.81 0.97 -1.74 0.50 0.23 0.11 0.45 0.40 0.47 0.55 0.32 0.32 0.62 0.49 0.63 -0.52 0.88 -0.94 0.50 0.45 0.51 0.54 0.32 0.17 -0.21 0.30 -0.79 0.92 -0.86 -0.27 -1.05 0.19 -1.51 -0.98 1.13 -0.30 0.11 -0.48 0.14 0.70 -0.19 -0.15 -0.39 -1.07 0.83 -0.26 -0.96 0.49 -0.37 0.68 0.39 0.49 0.54 0.70 0.42 0.22 0.35 0.47 0.41 0.48 -0.66

***

17 unconnected molecules or ions with the total composition C28H94BO30, computed with the ωB97M-V functional and the def2-TZVPD basis.

Geometry (Å):
O1 3.321 20.788 -12.047
H1 2.662 20.094 -12.114
H2 3.987 20.569 -11.390
H3 2.875 21.607 -11.817
O2 3.114 17.831 -5.425
H4 3.359 17.225 -6.128
H5 3.942 18.263 -5.205
H6 2.747 17.312 -4.705
B1 1.507 18.828 -11.373
H7 2.297 18.686 -10.652
H8 0.982 19.755 -11.199
H9 1.887 18.810 -12.383
H10 0.776 18.039 -11.297
C1 -1.771 19.663 -10.003
C2 -2.191 19.430 -11.493
O3 -1.169 19.910 -12.354
O4 -0.730 18.824 -9.483
H11 -2.689 19.517 -9.434
H12 -1.444 20.703 -10.002
H13 -3.060 19.974 -11.863
H14 -2.269 18.374 -11.751
H15 -0.363 19.582 -11.949
H16 0.060 19.102 -9.953
C3 2.778 20.611 -8.262
C4 4.277 20.848 -8.550
O5 4.754 20.357 -9.865
O6 2.427 19.237 -8.284
H17 2.328 21.207 -9.056
H18 2.461 20.980 -7.287
H19 4.813 20.409 -7.708
H20 4.587 21.890 -8.627
H21 5.626 20.005 -9.674
H22 2.606 18.901 -9.166
C5 0.524 16.340 -14.006
C6 -0.243 17.418 -14.807
O7 0.175 17.420 -16.168
O8 1.812 16.711 -13.535
H23 0.785 15.482 -14.625
H24 -0.062 16.160 -13.104
H25 -0.211 18.425 -14.391
H26 -1.294 17.155 -14.929
H27 0.559 18.261 -16.426
H28 1.715 17.400 -12.874
C7 6.298 20.003 -14.198
C8 5.548 18.796 -14.843
O9 4.204 18.590 -14.394
O10 6.412 20.077 -12.775
H29 5.692 20.883 -14.414
H30 7.283 20.107 -14.654
H31 6.055 17.860 -14.608
H32 5.600 18.939 -15.923
H33 4.317 17.882 -13.756
H34 6.305 20.995 -12.517
C9 -1.138 21.942 -16.855
C10 -1.283 20.859 -15.835
O11 -2.266 21.122 -14.851
O12 -0.299 21.648 -17.931
H35 -0.715 22.815 -16.360
H36 -2.135 22.252 -17.170
H37 -0.306 20.700 -15.379
H38 -1.594 19.915 -16.283
H39 -2.131 20.563 -14.083
H40 -0.614 22.260 -18.601
C11 -2.162 24.827 -11.608
C12 -2.343 23.323 -11.829
O13 -3.359 23.042 -12.774
O14 -1.325 25.411 -12.536
H41 -1.925 25.052 -10.568
H42 -3.109 25.351 -11.737
H43 -2.748 23.025 -10.862
H44 -1.487 22.668 -11.987
H45 -2.954 22.824 -13.616
H46 -1.596 25.070 -13.392
C13 5.079 17.140 -11.150
C14 5.447 16.071 -10.172
O15 6.807 15.909 -10.047
O16 4.677 16.590 -12.410
H47 5.881 17.863 -11.300
H48 4.246 17.659 -10.675
H49 5.036 15.116 -10.499
H50 5.186 16.381 -9.160
H51 6.943 15.124 -9.512
H52 4.308 15.723 -12.226
C15 -0.080 15.166 -9.798
C16 1.352 15.169 -10.321
O17 2.071 16.277 -9.722
O18 -0.837 16.200 -10.366
H53 -0.136 15.379 -8.731
H54 -0.606 14.244 -10.048
H55 1.377 15.336 -11.398
H56 1.836 14.213 -10.125
H57 1.894 16.961 -10.372
H58 -0.463 17.057 -10.149
C17 -1.790 20.510 -4.906
C18 -1.023 20.212 -6.228
O19 -1.031 18.852 -6.594
O20 -3.219 20.397 -5.037
H59 -1.456 21.525 -4.689
H60 -1.599 19.868 -4.046
H61 0.003 20.565 -6.115
H62 -1.526 20.833 -6.969
H63 -0.692 18.901 -7.491
H64 -3.441 19.492 -4.805
C19 1.663 23.734 -11.717
C20 1.181 23.076 -13.049
O21 2.290 22.958 -13.912
O22 2.640 23.006 -10.998
H65 0.904 23.862 -10.945
H66 2.060 24.726 -11.935
H67 0.390 23.676 -13.498
H68 0.857 22.041 -12.943
H69 2.484 23.792 -14.346
H70 2.963 23.515 -10.251
C21 -3.153 15.083 -12.750
C22 -4.502 14.792 -13.288
O23 -5.131 13.607 -12.809
O24 -3.296 15.870 -11.579
H71 -2.468 15.610 -13.414
H72 -2.747 14.110 -12.470
H73 -4.479 14.561 -14.353
H74 -5.180 15.644 -13.233
H75 -4.841 13.539 -11.897
H76 -2.430 15.848 -11.164
C23 4.092 14.587 -6.975
C24 3.102 13.406 -6.704
O25 1.857 13.526 -7.466
O26 3.323 15.831 -7.073
H77 4.635 14.387 -7.898
H78 4.926 14.596 -6.274
H79 2.833 13.289 -5.654
H80 3.608 12.527 -7.103
H81 1.122 13.090 -7.029
H82 2.626 15.779 -7.731
C25 2.935 15.603 -17.524
C26 3.828 14.655 -18.285
O27 3.135 13.756 -19.043
O28 3.676 16.639 -16.959
H83 2.373 15.109 -16.732
H84 2.281 16.099 -18.242
H85 4.614 14.177 -17.700
H86 4.443 15.289 -18.924
H87 3.738 13.341 -19.664
H88 3.229 16.908 -16.153
C27 3.521 20.363 -18.191
C28 3.075 20.592 -16.728
O29 2.266 19.450 -16.341
O30 4.552 19.412 -18.173
H89 4.034 21.257 -18.545
H90 2.698 20.037 -18.829
H91 2.368 21.416 -16.626
H92 3.963 20.866 -16.159
H93 2.685 19.102 -15.550
H94 4.188 18.641 -17.733

**E_tot**: -92642.67259 eV
**Net charge**: +1
**HOMO level**: -10.81 eV

Atomic partial charges in e from the Mulliken method, atoms 1 to 99: 0.09 -1.29 0.25 0.34 -0.28 0.50 0.52 0.45 7.65 -2.82 -0.09 -0.17 -0.52 -0.51 -0.84 1.12 -0.37 0.55 0.33 0.52 0.14 0.02 0.50 -0.12 -0.90 -0.42 -0.50 -0.18 0.53 0.41 0.44 0.24 -0.92 -0.19 0.16 -0.63 -0.59 0.43 -0.12 -0.28 0.31 0.27 -1.00 -0.69 -0.45 1.00 -0.50 0.22 0.35 0.54 0.34 -0.65 0.29 -0.80 0.47 -0.71 -0.46 0.18 0.48 -0.29 0.32 0.17 0.31 -0.90 0.64 -0.56 -0.53 0.43 0.38 0.27 -0.45 0.36 0.31 0.76 -0.31 -0.62 -0.58 0.42 -0.76 0.34 -0.11 0.35 0.20 -0.73 -0.01 -0.02 -0.60 0.20 0.48 -0.09 0.58 -1.08 -0.01 -0.79 0.32 -0.56 -0.53 0.32 0.36

***

A single C27H19N3O5 molecule, computed with the ωB97M-V functional and the def2-TZVPD basis.

Geometry (Å):
O1 -0.132 -1.594 0.675
C1 -0.613 -0.535 0.348
N1 -1.528 0.168 1.074
C2 -2.035 -0.119 2.330
C3 -1.587 -1.188 3.110
C4 -2.133 -1.406 4.355
C5 -3.132 -0.564 4.834
C6 -3.587 0.505 4.066
C7 -3.040 0.724 2.823
H1 -3.387 1.548 2.217
H2 -4.362 1.144 4.459
N2 -3.700 -0.794 6.129
O2 -3.285 -1.738 6.772
O3 -4.565 -0.031 6.512
H3 -1.798 -2.225 4.973
H4 -0.814 -1.833 2.729
H5 -1.900 1.010 0.649
C8 -0.278 0.087 -1.018
N3 1.099 -0.299 -1.314
C9 2.030 0.008 -0.334
O4 1.696 0.655 0.640
C10 3.398 -0.471 -0.561
C11 4.377 -0.230 0.381
C12 5.681 -0.690 0.177
C13 6.003 -1.385 -0.960
C14 5.028 -1.653 -1.944
C15 5.316 -2.367 -3.126
C16 4.339 -2.608 -4.057
C17 3.035 -2.151 -3.849
C18 2.716 -1.448 -2.705
C19 3.706 -1.188 -1.736
C20 1.337 -0.986 -2.495
O5 0.441 -1.169 -3.294
H6 2.259 -2.341 -4.575
H7 4.570 -3.156 -4.958
H8 6.324 -2.722 -3.285
H9 7.011 -1.741 -1.118
H10 6.434 -0.494 0.925
H11 4.114 0.316 1.274
C21 -0.450 1.608 -1.164
C22 -1.888 2.046 -1.249
C23 -2.406 2.959 -0.333
C24 -3.730 3.359 -0.407
C25 -4.552 2.853 -1.398
C26 -4.042 1.957 -2.323
C27 -2.719 1.559 -2.252
H12 -2.325 0.873 -2.987
H13 -4.676 1.571 -3.107
H14 -5.585 3.162 -1.455
H15 -4.116 4.069 0.309
H16 -1.764 3.370 0.435
H17 0.056 1.894 -2.091
H18 0.057 2.108 -0.337
H19 -0.895 -0.429 -1.765

**E_tot**: -43015.19222 eV
**Net charge**: 0
**HOMO level**: -8.95 eV
**SMILES string**: O=C(Nc1ccc([N+](=O)[O-])cc1)[C@@H](Cc1ccccc1)N1C(=O)c2cccc3cccc(c23)C1=O

Now the natural (NBO) charges, all in e: -0.60 0.71 -0.65 0.28 -0.27 -0.15 -0.02 -0.16 -0.26 0.22 0.25 0.53 -0.38 -0.39 0.25 0.26 0.42 -0.14 -0.46 0.70 -0.59 -0.17 -0.11 -0.22 -0.14 -0.09 -0.13 -0.23 -0.11 -0.17 0.07 0.69 -0.59 0.24 0.22 0.22 0.22 0.22 0.24 -0.46 0.05 -0.27 -0.21 -0.22 -0.18 -0.25 0.22 0.22 0.22 0.22 0.22 0.24 0.24 0.27

***

A single C4H8O2 molecule, computed with the ωB97M-V functional and the def2-TZVPD basis.

Geometry (Å):
C1 -1.585 -0.202 -0.408
C2 -0.202 0.373 -0.360
O1 -0.415 1.554 0.401
C3 0.714 -0.707 0.273
C4 2.086 -0.144 0.468
O2 3.113 -0.704 0.171
H1 -2.275 0.795 -0.501
H2 -1.640 -1.043 -1.126
H3 -1.832 -0.566 0.598
H4 0.196 0.619 -1.366
H5 -1.389 1.724 0.156
H6 0.783 -1.618 -0.350
H7 0.316 -1.016 1.253
H8 2.061 0.878 0.897

**E_tot**: -8371.21374 eV
**Net charge**: 0
**Energy above the lowest of the compared OMol25 structures with the same formula, charge and spin**: 199.5 kJ/mol
**HOMO level**: -9.78 eV
**SMILES string**: C[C@@H](O)CC=O

Now the natural (NBO) charges, all in e: -0.59 0.08 -0.71 -0.53 0.44 -0.52 0.17 0.23 0.21 0.17 0.46 0.23 0.23 0.12

***

A molecular structure, C14H10MnN2OS2, computed with the ωB97M-V functional and the def2-TZVPD basis.

Geometry (Å):
Mn1 -0.695 0.346 0.565
S1 1.894 3.268 2.844
C1 0.743 2.775 4.005
C2 -0.151 1.883 3.492
C3 0.063 1.551 2.118
C4 1.152 2.248 1.651
C5 1.647 2.169 0.278
C6 2.750 2.878 -0.201
C7 3.128 2.737 -1.520
C8 2.406 1.892 -2.355
C9 1.329 1.220 -1.813
N1 0.958 1.351 -0.541
H1 0.789 3.174 5.006
H2 -0.950 1.470 4.093
H3 3.295 3.530 0.468
H4 3.981 3.283 -1.902
H5 2.671 1.757 -3.393
H6 0.730 0.547 -2.416
O1 -0.342 -1.652 0.268
N2 -1.267 -2.409 -0.306
C10 -0.991 -3.729 -0.396
C11 -1.866 -4.602 -0.975
C12 -3.070 -4.103 -1.479
C13 -3.335 -2.762 -1.377
C14 -2.426 -1.873 -0.777
S2 -2.751 -0.191 -0.637
H7 -0.036 -4.002 0.025
H8 -1.614 -5.651 -1.031
H9 -3.787 -4.765 -1.944
H10 -4.255 -2.338 -1.751

**Multiplicity**: 6
**E_tot**: -72698.51358 eV
**Net charge**: 0
**Energy above the lowest of the compared OMol25 structures with the same formula, charge and spin**: 0.0 kJ/mol
**HOMO level (spin up / spin down)**: -7.69 / -8.03 eV

Now the natural (NBO) charges, all in e: 1.44 0.39 -0.41 -0.27 -0.50 -0.32 0.22 -0.25 -0.14 -0.28 0.07 -0.56 0.23 0.22 0.23 0.22 0.23 0.21 -0.70 0.01 0.03 -0.27 -0.17 -0.23 0.04 -0.35 0.24 0.23 0.22 0.24

***

2 unconnected molecules or ions with the total composition C5H6Br3NOS, computed with the ωB97M-V functional and the def2-TZVPD basis.

Geometry (Å):
C1 0.178 -0.662 -1.146
C2 0.998 -0.660 0.100
C3 1.245 0.417 0.844
C4 2.025 0.499 2.100
C5 -2.062 -0.499 -2.068
N1 -1.200 -0.623 -0.913
O1 0.623 -0.723 -2.260
S1 -1.831 -0.702 0.594
Br1 1.742 -2.364 0.484
Br2 4.509 0.510 -0.499
Br3 0.443 2.056 0.282
H1 2.618 -0.401 2.245
H2 1.334 0.613 2.939
H3 2.687 1.363 2.087
H4 -3.071 -0.785 -1.788
H5 -2.058 0.534 -2.418
H6 -1.690 -1.139 -2.865

**E_tot**: -229780.14903 eV
**Net charge**: 0
**HOMO level (spin up / spin down)**: -9.00 / -8.96 eV

Now the natural (NBO) charges, all in e: 0.63 -0.22 -0.02 -0.68 -0.42 -0.56 -0.52 0.23 0.11 -0.01 0.07 0.24 0.24 0.24 0.23 0.21 0.23

***

Max |F| (computed, hartree/bohr): 0.03664, 0.07881, 0.02594, 0.06321, 0.00232, 0.01444